Below is C29H40N3O3Si3Y as an isolated structure, with properties calculated with ωB97M-V/def2-TZVPD.

net charge	0
2S+1	1
LUMO energy	0.03	eV
highest occupied orbital energy	-8.1	eV
ΔE to the lowest compared entry with this formula, charge and spin	0.000	eV

Last column: Löwdin charge in e.
Cartesian coordinates (Å):
Y  -0.022  -0.666  -0.159  1.562
C  0.623  -3.199  -4.348  -0.057
O  1.911  -3.164  -3.734  -0.104
C  2.034  -3.783  -2.518  -0.247
C  2.945  -4.812  -2.409  0.001
C  3.184  -5.449  -1.189  -0.088
C  2.494  -5.029  -0.076  -0.055
C  1.595  -3.954  -0.148  -0.140
C  0.897  -3.572  1.069  -0.052
N  0.331  -2.439  1.267  -0.105
N  -0.470  -2.381  2.424  0.078
C  -1.545  -1.684  2.195  -0.461
O  -1.806  -1.050  1.083  -0.211
C  -2.573  -1.629  3.273  -0.154
C  -3.763  -0.951  3.028  -0.035
C  -4.746  -0.887  4.005  -0.074
C  -4.542  -1.500  5.233  -0.089
C  -3.356  -2.181  5.479  -0.082
C  -2.375  -2.251  4.504  -0.029
C  1.328  -3.315  -1.383  -0.302
O  0.478  -2.322  -1.489  -0.223
H  0.654  -2.481  -5.164  0.090
H  -0.163  -2.928  -3.648  0.076
H  0.431  -4.196  -4.754  0.092
H  3.465  -5.114  -3.310  0.121
H  3.890  -6.265  -1.130  0.100
H  2.651  -5.510  0.883  0.110
H  0.810  -4.310  1.867  0.134
H  -3.904  -0.480  2.065  0.099
H  -5.670  -0.358  3.809  0.103
H  -5.307  -1.449  5.998  0.100
H  -3.197  -2.662  6.436  0.101
H  -1.449  -2.779  4.681  0.105
C  -2.263  4.064  0.224  -0.178
Si  -1.893  2.247  0.553  0.367
C  -3.316  1.338  -0.295  -0.182
C  -2.071  2.007  2.405  -0.165
C  -0.218  1.729  -0.086  -0.590
Si  1.174  2.245  1.025  0.357
C  2.870  2.423  0.222  -0.172
C  1.402  0.886  2.319  -0.174
C  0.934  3.905  1.863  -0.173
Si  0.058  2.190  -1.827  0.391
C  0.406  3.983  -2.234  -0.158
C  -1.303  1.597  -2.980  -0.164
C  1.593  1.201  -2.397  -0.299
C  2.358  1.559  -3.507  -0.057
C  3.479  0.820  -3.845  -0.048
C  3.815  -0.278  -3.071  -0.040
C  3.005  -0.597  -2.000  -0.128
N  1.928  0.116  -1.665  -0.024
H  -3.192  4.358  0.724  0.037
H  -2.400  4.250  -0.845  0.022
H  -1.467  4.720  0.583  0.018
H  -4.165  1.276  0.392  0.031
H  -3.085  0.315  -0.593  0.013
H  -3.654  1.884  -1.178  0.021
H  -3.124  2.118  2.683  0.040
H  -1.507  2.748  2.972  0.020
H  -1.757  1.017  2.734  0.008
H  3.350  1.462  0.034  0.023
H  3.507  2.985  0.912  0.037
H  2.852  2.971  -0.722  0.018
H  1.716  -0.075  1.878  0.011
H  0.501  0.696  2.907  0.027
H  2.207  1.142  3.013  0.045
H  0.842  4.685  1.101  0.033
H  1.812  4.141  2.473  0.035
H  0.056  3.962  2.504  0.011
H  -0.359  4.625  -1.794  0.020
H  0.408  4.161  -3.313  0.034
H  1.372  4.299  -1.835  0.030
H  -2.213  2.190  -2.874  0.027
H  -1.582  0.552  -2.803  0.029
H  -0.969  1.669  -4.019  0.037
H  2.077  2.428  -4.089  0.104
H  4.083  1.094  -4.701  0.110
H  4.675  -0.893  -3.297  0.112
H  3.223  -1.466  -1.389  0.119